No. 1
Molecular formula: C10H16O
Method: DFT, the ωB97M-V functional and the def2-TZVPD basis

Each atom is followed by the atoms it is bonded to, with distances in Å.
Atoms and positions in Å:
1 O -0.93470 0.92550 -1.75572  C9 1.437, C10 1.449
2 C -0.86858 0.50464 2.51277  C3 1.377, H12 1.083, H13 1.089
3 C -0.75315 -0.53586 1.61840  C2 1.377, C4 1.494, C11 1.534
4 C -0.20593 -1.84719 2.08001  C3 1.494, H14 1.087, H15 1.098, H16 1.100
5 C 1.72404 0.87760 -0.73762  C6 1.550, C7 1.551, H17 1.087, H18 1.107
6 C 1.25705 0.19274 -2.04680  C5 1.550, C9 1.538, H19 1.108, H20 1.087
7 C 0.57597 1.78272 -0.22021  C5 1.551, C10 1.579, H21 1.098, H22 1.098
8 C -0.54988 -1.20546 -0.87134  C9 1.517, C11 1.501, H23 1.116, H24 1.123
9 C -0.20564 -0.28347 -2.02542  O1 1.437, C6 1.538, C8 1.517, H25 1.114
10 C -0.84273 1.09583 -0.31967  O1 1.449, C7 1.579, C11 1.532, H26 1.082
11 C -1.18167 -0.31852 0.16126  C3 1.534, C8 1.501, C10 1.532, H27 1.089
12 H -0.57984 0.40117 3.55181  C2 1.083
13 H -1.22342 1.48346 2.19503  C2 1.089
14 H -0.39971 -1.94623 3.14481  C4 1.087
15 H -0.66279 -2.69475 1.55262  C4 1.098
16 H 0.87747 -1.88893 1.89702  C4 1.100
17 H 2.64340 1.44917 -0.84104  C5 1.087
18 H 1.93062 0.05322 -0.02904  C5 1.107
19 H 1.35806 0.91218 -2.88360  C6 1.108
20 H 1.92432 -0.62101 -2.31848  C6 1.087
21 H 0.78813 2.10562 0.80752  C7 1.098
22 H 0.54704 2.67715 -0.85711  C7 1.098
23 H -1.24853 -2.01322 -1.19441  C8 1.116
24 H 0.41808 -1.66588 -0.53574  C8 1.123
25 H -0.49515 -0.77857 -2.98059  C9 1.114
26 H -1.62896 1.76980 -0.00750  C10 1.082
27 H -2.26354 -0.43170 0.10305  C11 1.089

Results
- Energy relative to the best compared isomer or geometry (same formula, charge and spin): 40.0 kcal per mole
- Spin multiplicity: 1
- Molecular weight: 152.237 g mol⁻¹
- Calculated total energy: -465.83411 a.u.
- Structure (SMILES): C=C(C)[C@@H]1C[C@@H]2CCC[C@H]1O2
- Frontier orbital gap: 0.369 Eh

natural (NBO) population analysis, charges in e, atoms 1 to 2: number 1, O, carries -0.546; number 2, C, carries -0.429

---

No. 2
Molecular formula: C10H16O
Method: DFT, the ωB97M-V functional and the def2-TZVPD basis

Each atom is followed by the atoms it is bonded to, with distances in Å.
Atoms and positions in Å:
1 C 1.19761 -1.05748 2.82845  C5 1.492, H13 1.089, H14 1.090, H16 1.089
2 C -0.76307 -2.36120 -0.14772  C3 1.393, C4 1.388, H9 1.079
3 C -0.16577 -1.65616 -1.19001  C2 1.393, C6 1.378, O8 1.379
4 C -0.29691 -2.13906 1.14032  C2 1.388, C5 1.391, H10 1.087
5 C 0.68768 -1.20149 1.43373  C1 1.492, C4 1.391, C7 1.392
6 C 0.80437 -0.70980 -0.93829  C3 1.378, C7 1.386, H11 1.083
7 C 1.24237 -0.50909 0.36115  C5 1.392, C6 1.386, H15 1.081
8 O -0.65559 -1.94896 -2.44576  C3 1.379, H12 0.966
9 H -1.55993 -3.06767 -0.32324  C2 1.079
10 H -0.81436 -2.63478 1.95777  C4 1.087
11 H 1.25711 -0.20379 -1.78256  C6 1.083
12 H -0.00182 -1.69762 -3.11046  O8 0.966
13 H 0.42923 -0.59197 3.44413  C1 1.089
14 H 2.07827 -0.42781 2.95359  C1 1.090
15 H 2.08110 0.13527 0.58216  C7 1.081
16 H 1.42544 -1.98836 3.34626  C1 1.089
17 C -0.39182 2.94071 0.12684  C18 1.538, C19 1.545, H20 1.072, H21 1.090
18 C 0.50174 3.71113 -0.85977  C17 1.538, H22 1.090, H23 1.086, H26 1.089
19 C -1.90186 3.06631 -0.17706  C17 1.545, H24 1.091, H25 1.076, H27 1.067
20 H -0.13425 1.90074 0.17338  C17 1.072
21 H -0.19704 3.34304 1.12117  C17 1.090
22 H 0.01089 3.84061 -1.82441  C18 1.090
23 H 1.45242 3.23037 -1.07117  C18 1.086
24 H -2.47031 3.62095 0.57133  C19 1.091
25 H -2.07973 3.48759 -1.15108  C19 1.076
26 H 0.64778 4.71446 -0.46260  C18 1.089
27 H -2.32187 2.08794 -0.10722  C19 1.067

Results
- Energy relative to the best compared isomer or geometry (same formula, charge and spin): 23.6 kcal per mole
- Spin multiplicity: 1
- Molecular weight: 152.237 g mol⁻¹
- Calculated total energy: -465.86014 a.u.
- Structure (SMILES): Cc1ccc(O)cc1.CCC
- Frontier orbital gap: 0.343 Eh

natural (NBO) population analysis, charges in e, atoms 1 to 2: number 1, C, carries -0.628; number 2, C, carries -0.257

---

No. 3
Molecular formula: C10H16O
Method: DFT, the ωB97M-V functional and the def2-TZVPD basis

Each atom is followed by the atoms it is bonded to, with distances in Å.
Atoms and positions in Å:
1 C -2.45881 -0.14710 -1.34131  C2 1.539, C3 1.493, H10 1.090, H11 1.093
2 C -2.26768 0.39304 -2.76948  C1 1.539, H12 1.093, H18 1.085, H19 1.093
3 C -1.41283 0.34278 -0.39526  C1 1.493, C4 1.465, C5 1.404
4 C -1.85134 1.40105 0.51801  C3 1.465, C6 1.351, H13 1.078
5 C -0.05182 0.01481 -0.49546  C3 1.404, C7 1.390, H14 1.080
6 C -0.92753 2.12229 1.18946  C4 1.351, C8 1.453, H15 1.083
7 C 0.83845 0.72710 0.30047  C5 1.390, C8 1.386, H16 1.087
8 C 0.47096 1.72721 1.18751  C6 1.453, C7 1.386, O9 1.313
9 O 1.27318 2.45520 1.93029  C8 1.313, H17 0.961
10 H -3.42447 0.16462 -0.94444  C1 1.090
11 H -2.56350 -1.23348 -1.39210  C1 1.093
12 H -1.25317 0.76935 -2.92157  C2 1.093
13 H -2.87628 1.71239 0.39709  C4 1.078
14 H 0.48675 -0.71783 -1.07890  C5 1.080
15 H -1.26484 3.03000 1.67494  C6 1.083
16 H 1.85970 0.35579 0.30272  C7 1.087
17 H 2.16839 2.33786 1.60158  O9 0.961
18 H -2.95175 1.15751 -3.12179  C2 1.085
19 H -2.24597 -0.42275 -3.49729  C2 1.093
20 C 2.84753 -3.67245 -0.54710  C21 1.565, H22 1.087, H23 1.088, H24 1.087
21 C 2.43891 -3.63503 0.96290  C20 1.565, H25 1.090, H26 1.075, H27 1.093
22 H 3.60399 -4.44010 -0.69123  C20 1.087
23 H 1.97632 -3.98241 -1.11991  C20 1.088
24 H 3.16768 -2.67941 -0.85289  C20 1.087
25 H 2.99882 -2.83778 1.45107  C21 1.090
26 H 2.59942 -4.61233 1.38090  C21 1.075
27 H 1.39426 -3.31530 0.98953  C21 1.093

Results
- Energy relative to the best compared isomer or geometry (same formula, charge and spin): 22.6 kcal per mole
- Spin multiplicity: 2
- Molecular weight: 152.237 g mol⁻¹
- Calculated total energy: -465.54770 a.u.
- <S²>: 0.77
- Net charge: +1
- Frontier orbital gap (alpha / beta): 0.375 / 0.249 Eh

natural (NBO) population analysis, charges in e, atoms 1 to 2: number 1, C, carries -0.486; number 2, C, carries -0.610

---

No. 4
Molecular formula: C10H16O
Method: DFT, the ωB97M-V functional and the def2-TZVPD basis

Each atom is followed by the atoms it is bonded to, with distances in Å.
Atoms and positions in Å:
1 C -2.32511 -0.52303 -1.28988  C2 1.566, C3 1.498, H10 1.093, H11 1.094
2 C -2.46283 -0.12162 -2.79719  C1 1.566, H12 1.091, H18 1.089, H19 1.078
3 C -1.33626 0.24126 -0.46466  C1 1.498, C4 1.453, C5 1.401
4 C -1.25642 -0.08605 0.94852  C3 1.453, C6 1.355, H13 1.081
5 C -0.56207 1.27620 -1.00437  C3 1.401, C7 1.395, H14 1.074
6 C -0.63718 0.73584 1.83057  C4 1.355, C8 1.421, H15 1.082
7 C 0.23556 1.97889 -0.10167  C5 1.395, C8 1.407, H16 1.082
8 C 0.23065 1.71754 1.28041  C6 1.421, C7 1.407, O9 1.319
9 O 0.88552 2.59393 2.01640  C8 1.319, H17 0.964
10 H -3.29371 -0.40027 -0.79925  C1 1.093
11 H -2.00921 -1.56917 -1.35051  C1 1.094
12 H -3.28511 0.58205 -2.93568  C2 1.091
13 H -1.85246 -0.93722 1.24765  C4 1.081
14 H -0.46576 1.61441 -2.01931  C5 1.074
15 H -0.84055 0.62461 2.88779  C6 1.082
16 H 0.93140 2.72095 -0.47137  C7 1.082
17 H 0.77861 2.36420 2.94639  O9 0.964
18 H -2.86342 -0.99328 -3.31172  C2 1.089
19 H -1.50293 0.19622 -3.17126  C2 1.078
20 C 3.27706 -1.28530 1.24286  C21 1.517, H22 1.089, H23 1.092, H24 1.091
21 C 2.09020 -1.70475 0.39674  C20 1.517, H25 1.091, H26 1.093, H27 1.090
22 H 4.06031 -0.82522 0.64151  C20 1.089
23 H 3.11852 -0.56219 2.04603  C20 1.092
24 H 3.72372 -2.09979 1.81564  C20 1.091
25 H 2.37467 -1.71470 -0.65690  C21 1.091
26 H 1.17856 -1.10118 0.40633  C21 1.093
27 H 1.80827 -2.72233 0.66693  C21 1.090

Results
- Energy relative to the best compared isomer or geometry (same formula, charge and spin): 17.3 kcal per mole
- Spin multiplicity: 2
- Molecular weight: 152.237 g mol⁻¹
- Calculated total energy: -465.55625 a.u.
- <S²>: 0.77
- Net charge: +1
- Frontier orbital gap (alpha / beta): 0.373 / 0.261 Eh

natural (NBO) population analysis, charges in e, atoms 1 to 2: number 1, C, carries -0.477; number 2, C, carries -0.609